The following is a quantum chemistry calculation of 11 unconnected molecules or ions with the total composition C39H65F18N5O17 in a non-equilibrium geometry, from OMol25.

```
144
Properties=species:S:1:pos:R:3:forces:R:3
C -3.15384 -3.29220 27.65014 -0.50 0.29 1.86
C -3.34216 -3.47762 26.22513 0.12 -0.32 -2.72
O -4.76039 -3.23748 25.89828 1.30 0.45 2.50
C -5.12063 -3.66140 24.75666 -1.61 -0.48 -0.45
O -4.45360 -4.18717 23.92932 0.47 -0.49 -1.17
C -6.64442 -3.46056 24.61044 -2.07 0.59 -1.15
F -7.33490 -4.66788 24.58460 1.21 1.83 0.12
F -7.22915 -2.64845 25.53159 0.73 -1.17 -0.11
F -6.86932 -2.79937 23.44298 0.08 -1.10 0.32
H -3.39426 -2.25933 27.92398 0.07 -0.18 0.15
H -2.14402 -3.51600 27.98145 0.17 0.04 -0.20
H -3.82636 -3.96625 28.20825 0.22 0.32 -0.14
H -3.06412 -4.47877 25.84315 -0.36 0.33 0.39
H -2.81105 -2.78035 25.55680 0.12 -0.05 0.53
C 1.32038 6.23297 23.55644 -0.35 0.33 -1.16
C 0.26648 6.22900 22.42885 -0.43 -0.61 1.18
O -0.95604 5.70989 23.10656 2.58 0.49 1.01
C -1.99667 5.68186 22.38317 -2.04 -1.49 2.31
O -2.15713 6.03285 21.28719 -0.44 1.05 -3.34
C -3.14298 5.02958 23.21325 -1.15 -1.49 1.44
F -4.35057 5.35717 22.70520 1.07 -0.17 0.65
F -3.05708 3.64871 23.24516 0.11 1.47 -0.87
F -3.11192 5.34518 24.54868 -0.08 0.45 -1.37
H 0.96728 6.86317 24.38199 0.26 -0.21 -0.19
H 2.22222 6.63950 23.10340 0.19 0.26 0.26
H 1.57910 5.23081 23.89336 -0.31 -0.04 0.06
H 0.45403 5.44260 21.65912 0.16 1.20 0.19
H 0.00882 7.26532 22.07404 0.48 -1.26 -0.05
C -0.17737 1.03435 18.19023 -0.99 1.18 -0.56
C -0.13742 -0.05592 19.16278 1.12 -2.01 0.93
O 0.61506 0.22391 20.39077 -0.42 1.07 1.04
C -0.11123 0.87125 21.31397 0.55 -0.94 -1.13
O -1.25455 1.16160 21.13842 -0.42 0.62 0.92
C 0.69130 1.13512 22.62420 -0.71 1.83 -0.75
F 1.93799 0.69096 22.52267 -0.58 0.43 0.66
F 0.69674 2.56244 22.78079 0.30 -2.55 0.07
F 0.04567 0.60157 23.66502 0.79 0.39 -0.38
H 0.76548 1.50837 17.93362 0.24 -0.31 0.06
H -0.84544 1.81146 18.56422 -0.05 0.16 -0.23
H -0.63549 0.59400 17.29474 0.15 0.33 0.01
H 0.52133 -0.85177 18.80986 -0.61 -0.29 -0.34
H -1.13796 -0.43069 19.44544 0.58 0.08 -0.27
C -9.17951 7.75029 29.22951 0.48 -0.34 0.45
C -8.11345 6.65063 29.13906 -0.47 -0.19 -0.17
O -8.15884 6.18630 27.73618 0.33 -0.72 0.96
C -7.62892 4.97407 27.57290 0.37 1.12 -1.44
O -6.96299 4.33627 28.32369 -0.12 -0.21 0.61
C -7.86360 4.46333 26.11985 1.72 -0.51 0.27
F -8.54549 3.32381 26.23820 -0.27 -0.16 -0.43
F -8.49367 5.30391 25.33034 -0.32 0.09 -0.19
F -6.64595 4.16708 25.52951 -1.40 0.32 0.69
H -9.20140 8.12811 30.25111 -0.05 -0.04 0.10
H -10.19211 7.39371 28.98166 0.54 0.00 -0.02
H -8.91175 8.59653 28.60226 -0.05 -0.05 -0.21
H -8.30398 5.76836 29.76924 -0.30 0.38 -0.17
H -7.08413 6.94066 29.41113 -0.45 0.29 -0.45
C -7.90244 0.96133 23.76932 -0.36 -1.61 0.06
C -6.73725 1.44825 23.02477 0.85 2.06 -0.92
O -5.55205 1.53738 23.86092 0.49 -0.34 0.19
C -4.88509 0.42045 23.99246 0.28 0.52 0.59
O -5.16726 -0.65093 23.56380 -0.08 -1.04 -0.55
C -3.63520 0.57423 24.88036 0.65 0.50 0.37
F -3.81963 -0.11339 26.03222 -0.03 0.46 -0.31
F -2.52992 0.05316 24.30767 -0.67 0.28 0.08
F -3.37590 1.86808 25.16555 -0.18 -0.97 0.16
H -7.70853 -0.11313 23.86196 -0.57 0.03 0.73
H -8.77562 1.05961 23.13325 -0.21 0.13 -0.05
H -8.07235 1.47988 24.71858 0.18 -0.25 -0.24
H -6.87897 2.51022 22.82475 0.00 -0.10 -0.60
H -6.46721 0.89281 22.10076 -0.41 0.28 0.64
C -11.45959 3.74337 23.37389 -0.47 -0.78 -0.60
C -10.97271 4.94590 22.64707 0.14 0.71 -0.30
O -10.80736 4.69685 21.22499 -0.08 -0.40 0.09
C -9.76956 3.96432 20.84552 -0.80 1.11 0.47
O -8.95565 3.42800 21.53617 0.15 -0.23 0.22
C -9.65109 4.00431 19.33005 -0.80 -0.57 -0.06
F -10.70650 4.54037 18.68726 0.60 -0.17 0.35
F -8.56813 4.70525 19.05359 0.32 -0.04 -0.62
F -9.54863 2.72576 18.94051 0.42 0.16 -0.56
H -11.68871 3.89786 24.41826 0.05 0.38 0.25
H -10.69594 2.97908 23.29970 -0.09 -0.38 0.08
H -12.38530 3.42456 22.87388 0.25 -0.24 0.24
H -9.99128 5.26531 22.98464 -0.08 0.33 0.34
H -11.72647 5.73864 22.65531 0.44 0.07 0.15
C -0.40602 3.08692 26.04690 0.40 0.19 -0.49
N 0.66285 2.20722 26.44661 -0.17 -1.73 1.66
C 1.97163 2.65877 26.88239 0.71 -0.52 -0.59
C 0.29815 0.92603 26.88132 0.50 0.82 -0.71
O 1.04217 0.10441 27.37484 -0.33 0.35 -0.04
H -1.19927 2.43298 25.69327 -0.25 0.36 0.05
H -0.07107 3.68513 25.19588 -0.13 0.07 0.02
H -0.76005 3.76649 26.83030 0.02 -0.17 0.04
H 2.55140 1.74518 27.10888 -0.24 0.44 -0.24
H 2.46671 3.16771 26.03747 -0.12 0.09 0.52
H 2.01419 3.24764 27.80892 -0.44 0.21 -0.33
H -0.76135 0.71348 26.64952 0.07 -0.05 0.07
C -3.82721 2.36132 19.67875 -0.47 -0.15 0.08
N -4.78870 3.31426 19.14609 -0.36 0.13 0.58
C -5.39272 4.35745 20.04871 0.60 -0.28 -1.51
C -5.14653 3.31995 17.82015 0.37 0.52 0.93
O -5.85584 4.18534 17.35289 -0.21 -0.30 -0.57
H -4.25829 1.79908 20.51850 0.02 0.12 -0.10
H -2.91809 2.82189 20.05499 0.08 0.31 -0.02
H -3.54278 1.63168 18.91459 -0.12 0.13 -0.02
H -5.97257 3.95785 20.88954 0.34 -0.26 -0.20
H -4.60697 5.04556 20.38601 -0.23 -0.30 0.04
H -6.06250 4.90323 19.37309 0.12 -0.02 0.43
H -4.69686 2.49937 17.22283 -0.13 0.14 0.22
C -4.88109 1.52884 29.50034 -0.06 -0.48 -0.50
N -5.60598 0.30821 29.85106 -0.60 -0.25 -1.42
C -6.46752 -0.33601 28.81631 0.46 0.29 0.58
C -5.26123 -0.46538 30.89852 -0.19 0.06 0.39
O -5.71405 -1.56788 31.13734 0.14 -0.07 -0.04
H -5.54628 2.29561 29.07629 0.03 -0.22 0.51
H -4.13867 1.32859 28.71795 0.02 -0.10 0.04
H -4.34079 1.88442 30.37169 -0.12 0.21 0.12
H -7.12810 0.39661 28.36247 -0.11 0.20 0.15
H -5.88603 -0.78211 27.99910 0.13 0.00 0.26
H -7.04089 -1.11809 29.32290 0.11 0.21 -0.24
H -4.55893 0.02637 31.58259 0.21 0.13 0.08
C -5.08352 -1.11518 20.03442 -0.58 0.07 -0.28
N -5.52994 -0.65779 18.70781 -0.49 0.25 0.94
C -6.66653 0.24970 18.61488 -0.23 -0.10 -0.04
C -5.05835 -1.24804 17.60152 0.37 -0.29 -0.80
O -5.36444 -1.00177 16.44486 -0.11 0.08 0.45
H -4.72462 -0.26448 20.61651 0.24 -0.03 -0.05
H -4.29790 -1.87269 19.92188 -0.17 0.31 0.03
H -5.91155 -1.54147 20.62598 0.11 -0.01 -0.35
H -7.56632 -0.20968 19.03246 0.04 -0.16 0.20
H -6.49590 1.18200 19.17228 0.10 -0.15 -0.33
H -6.90122 0.42289 17.55501 0.39 0.21 0.38
H -4.31578 -2.01027 17.85238 0.29 -0.21 -0.04
C -1.06520 -4.44263 22.70197 -0.20 1.11 -0.03
N -1.65018 -3.43285 21.78284 0.14 0.22 2.00
C -2.13391 -2.09355 22.23766 -0.50 -0.78 -0.66
C -1.82348 -3.75720 20.51509 -0.18 -0.58 -1.29
O -2.37287 -3.07234 19.66767 -0.02 0.20 -0.27
H -0.20267 -4.00025 23.20650 -0.18 0.06 0.23
H -0.65373 -5.28293 22.14326 -0.38 0.01 -0.13
H -1.82094 -4.77196 23.42900 0.28 0.02 -0.21
H -2.45148 -1.62896 21.29035 0.43 0.28 0.54
H -3.04335 -2.08448 22.86775 0.46 -0.65 -0.17
H -1.36600 -1.53603 22.76646 0.24 -0.06 -0.18
H -1.41287 -4.75243 20.24940 -0.06 0.17 0.13
```
Positions in Å, forces in eV/Å.

The energy above the lowest of the compared OMol25 structures with the same formula, charge and spin comes out at 260.1 kJ/mol. The structure (SMILES) is CCOC(=O)C(F)(F)F.CCOC(=O)C(F)(F)F.CCOC(=O)C(F)(F)F.CCOC(=O)C(F)(F)F.CCOC(=O)C(F)(F)F.CCOC(=O)C(F)(F)F.CN(C)C=O.CN(C)C=O.CN(C)C=O.CN(C)C=O.CN(C)C=O. Its multiplicity is 1. The net charge is 0. Its HOMO energy is -8.872 eV. The lowest unoccupied orbital energy is 0.26 eV.

The following is a quantum chemistry calculation of a single C3H2BrCl molecule in a non-equilibrium geometry, from OMol25.

```
7
Properties=species:S:1:pos:R:3:forces:R:3
C 1.87018 -0.35625 -0.56181 2.60 -0.17 -1.83
C 0.79870 -0.20763 -0.04055 -1.32 -0.36 1.24
C -0.38333 -0.27029 0.67204 -1.43 -0.63 1.11
Cl -2.58986 2.16300 -0.39111 -0.11 0.16 -0.05
Br -2.02318 -0.41191 -0.37107 1.67 0.18 1.26
H 2.81674 -0.49585 -1.14479 -1.58 0.32 1.10
H -0.48926 -0.42106 1.83729 0.18 0.50 -2.83
```
Positions in Å, forces in eV/Å.

The energy above the lowest of the compared OMol25 structures with the same formula, charge and spin comes out at 242.7 kJ/mol. Its multiplicity is 1. The net charge is 0. Its HOMO energy (alpha / beta) is -9.692 / -9.040 eV. The lowest unoccupied orbital energy (alpha / beta) is -1.55 / -2.32 eV.